[1]
Density functional theory data (wB97M-V/def2-TZVPD) for the ion C3H3N2 with charge +1.

XYZ file:
```
8
Properties=species:S:1:pos:R:3
N 1.530 0.899 1.525
C 0.660 0.249 1.092
C -0.314 -0.222 0.364
C -0.997 0.026 -0.764
N -0.910 -1.282 -0.543
H 1.908 1.277 2.380
H -1.485 0.723 -1.416
H -0.413 -1.976 -1.092
```

Results
net charge = +1
2S+1 = 1
structure (SMILES) = [NH+]#CC1=CN1
gap between HOMO and LUMO = 8.13 eV
HOMO energy = -14.3 eV
LUMO = -6.16 eV

[2]
Density functional theory data (wB97M-V/def2-TZVPD) for an isolated molecule of C2H6N2O.

XYZ file:
```
11
Properties=species:S:1:pos:R:3
C -0.776 1.102 0.179
C 0.177 -0.076 0.215
N -0.351 -1.296 -0.188
N 1.466 0.302 -0.292
O 2.018 -0.543 -1.010
H -1.643 0.889 0.800
H -0.284 2.003 0.532
H -1.110 1.268 -0.846
H 0.891 0.019 1.193
H -0.410 -2.045 0.490
H 0.021 -1.622 -1.072
```

Results
net charge = 0
2S+1 = 1
structure (SMILES) = C[C@@H](N)N=O
gap between HOMO and LUMO = 9.53 eV
HOMO energy = -9.2 eV
LUMO = 0.34 eV

[3]
Density functional theory data (wB97M-V/def2-TZVPD) for a cluster of 4 separate species, C16H34Br2N3O9 in total.

XYZ file:
```
64
Properties=species:S:1:pos:R:3
C 3.073 -0.639 -6.086
C 2.167 -1.587 -6.873
C 1.000 -2.077 -6.002
Br 1.179 -3.941 -5.524
N -0.325 -1.916 -6.685
C -1.066 -0.853 -6.165
N -1.380 -0.757 -4.876
N -1.500 0.103 -6.988
Br -0.710 0.422 -8.651
H 3.880 -0.263 -6.716
H 2.501 0.229 -5.738
H 3.490 -1.132 -5.205
H 1.746 -1.090 -7.751
H 2.729 -2.460 -7.207
H 1.002 -1.537 -5.054
H -0.859 -2.775 -6.559
H -1.524 -1.598 -4.335
H -1.455 0.143 -4.406
H -1.659 0.997 -6.531
C -0.840 1.094 1.119
C -0.372 0.181 0.011
O -1.043 0.486 -1.240
C -0.564 1.525 -1.902
O 0.381 2.206 -1.621
O -1.323 1.693 -3.009
C -0.937 2.806 -3.824
H -1.927 1.063 1.206
H -0.405 0.781 2.068
H -0.548 2.126 0.930
H -0.639 -0.851 0.226
H 0.707 0.229 -0.127
H 0.120 2.749 -4.078
H -1.146 3.762 -3.350
H -1.544 2.714 -4.725
C 5.149 -2.424 2.309
C 4.424 -1.108 2.479
O 2.993 -1.271 2.405
C 2.419 -1.726 3.518
O 2.973 -1.981 4.553
O 1.109 -1.843 3.289
C 0.357 -2.373 4.386
H 4.841 -2.912 1.383
H 6.225 -2.255 2.274
H 4.933 -3.096 3.138
H 4.665 -0.423 1.669
H 4.685 -0.627 3.420
H 0.557 -1.813 5.296
H 0.585 -3.426 4.542
H -0.690 -2.268 4.115
C -5.420 2.484 6.148
C -4.754 1.930 4.909
O -3.371 2.322 4.824
C -2.533 1.617 5.581
O -2.821 0.680 6.279
O -1.308 2.119 5.422
C -0.304 1.488 6.223
H -5.297 3.567 6.193
H -6.485 2.253 6.135
H -4.985 2.053 7.049
H -5.211 2.336 4.009
H -4.826 0.843 4.870
H -0.323 0.409 6.086
H -0.443 1.726 7.276
H 0.649 1.886 5.886
```

Results
net charge = +1
2S+1 = 1
gap between HOMO and LUMO = 7.95 eV
HOMO energy = -12.2 eV
LUMO = -4.30 eV

[4]
Density functional theory data (wB97M-V/def2-TZVPD) for a cluster of 2 separate species, C2H9NO in total.

XYZ file:
```
13
Properties=species:S:1:pos:R:3
N 0.159 -1.625 -0.111
C 1.500 -1.153 0.061
O 1.668 0.270 0.218
H -0.190 -1.302 -1.019
H -0.536 -1.185 0.464
H 2.054 -1.452 -0.821
H 1.953 -1.611 0.935
H 1.060 0.474 0.926
C -1.580 1.533 -0.152
H -1.531 1.582 0.939
H -0.546 1.686 -0.470
H -1.758 0.499 -0.425
H -2.253 2.283 -0.544
```

Results
net charge = 0
2S+1 = 1
structure (SMILES) = NCO.C
gap between HOMO and LUMO = 11.00 eV
HOMO energy = -10.1 eV
LUMO = 0.88 eV

[5]
Density functional theory data (wB97M-V/def2-TZVPD) for a cluster of 3 separate species, C3H10O3 in total.

XYZ file:
```
16
Properties=species:S:1:pos:R:3
O 0.021 -0.229 -1.987
C -1.034 -0.551 -1.355
C -0.943 -1.585 -0.219
C -0.078 -0.979 0.914
H -1.975 0.035 -1.431
H -0.347 -2.378 -0.683
H -1.925 -1.918 0.122
H 0.818 -0.652 0.386
H 0.195 -1.704 1.692
H -0.582 -0.112 1.340
H -1.311 3.065 0.944
H -0.543 2.080 1.870
O -0.440 2.842 1.302
H 1.982 0.914 -0.963
H 3.287 0.324 -1.310
O 2.875 0.847 -0.622
```

Results
net charge = -1
2S+1 = 2
gap between HOMO and LUMO (spin up / spin down) = 3.76 / 7.29 eV
HOMO energy (spin up / spin down) = 0.3 / -3.5 eV
LUMO (spin up / spin down) = 4.06 / 3.81 eV

Calculated maximum force, 0.03417; 0.07546; 0.02895; 0.02924; 0.03102 hartree/bohr (same order as the records).